[1]
Computed, not measured: a 8-piece molecular cluster, C32H65N3O23 overall in a non-equilibrium geometry, with the ωB97M-V functional and the def2-TZVPD basis.

```
123
Properties=species:S:1:pos:R:3
C -1.033 -0.853 -4.828
C 0.098 -1.271 -3.720
C 0.391 -0.150 -2.561
C 0.338 1.412 -3.080
O 1.787 -0.368 -2.071
C 1.832 -1.425 -1.050
O 0.877 -2.316 -0.777
N 3.148 -1.534 -0.250
C 2.834 -0.853 1.098
C 3.328 -1.907 2.263
C 4.311 -1.220 3.390
N 5.495 -2.113 3.732
N 4.169 -0.832 -0.909
C 5.224 -1.721 -1.002
C 6.411 -1.877 0.121
C 5.323 -2.697 -2.346
H -0.873 -1.585 -5.758
H -0.939 0.231 -5.258
H -2.153 -1.053 -4.481
H 1.120 -1.635 -4.217
H -0.321 -2.233 -3.151
H -0.414 -0.252 -1.716
H -0.744 1.895 -2.936
H 1.170 2.019 -2.504
H 0.641 1.387 -4.232
H 3.387 0.202 1.159
H 1.665 -0.735 1.186
H 2.344 -2.318 2.798
H 3.840 -2.859 1.787
H 4.741 -0.237 2.903
H 3.674 -0.984 4.347
H 6.308 -1.785 3.166
H 5.307 -3.095 3.384
H 6.931 -0.859 0.415
H 5.955 -2.406 1.071
H 7.248 -2.611 -0.296
H 6.242 -2.434 -3.027
H 5.482 -3.795 -1.924
H 4.307 -2.677 -2.960
C -0.967 -2.348 1.095
O -0.828 -1.868 2.431
C -1.984 -1.429 2.989
O -3.081 -1.417 2.453
O -1.708 -1.005 4.248
C -2.840 -0.511 4.963
H 0.018 -2.673 0.748
H -1.645 -3.207 1.062
H -1.319 -1.550 0.433
H -3.592 -1.297 5.085
H -3.267 0.360 4.455
H -2.503 -0.200 5.956
C 3.342 -7.784 3.542
O 3.110 -6.462 4.025
C 1.801 -6.159 4.216
O 0.855 -6.904 4.012
O 1.727 -4.883 4.672
C 0.400 -4.425 4.920
H 4.421 -7.917 3.426
H 2.978 -8.526 4.259
H 2.870 -7.926 2.564
H -0.081 -5.033 5.693
H -0.190 -4.432 3.997
H 0.460 -3.394 5.281
C 8.296 4.173 -1.840
O 6.936 4.176 -2.270
C 6.354 2.950 -2.289
O 6.889 1.897 -1.978
O 5.073 3.099 -2.713
C 4.333 1.881 -2.782
H 8.660 5.204 -1.864
H 8.375 3.803 -0.813
H 8.913 3.574 -2.518
H 4.255 1.420 -1.793
H 4.792 1.191 -3.497
H 3.325 2.119 -3.132
C -6.580 -2.328 -3.025
O -5.653 -2.800 -2.049
C -5.921 -2.396 -0.782
O -6.857 -1.690 -0.438
O -4.969 -2.913 0.035
C -5.126 -2.567 1.410
H -6.268 -2.711 -4.000
H -7.587 -2.702 -2.813
H -6.573 -1.234 -3.067
H -6.075 -2.951 1.799
H -5.061 -1.483 1.546
H -4.311 -3.034 1.971
C -9.209 3.735 2.398
O -9.443 2.879 1.282
C -9.149 1.574 1.508
O -8.718 1.106 2.551
O -9.416 0.879 0.373
C -9.152 -0.519 0.465
H -9.478 4.754 2.104
H -9.836 3.444 3.246
H -8.150 3.726 2.676
H -9.777 -0.981 1.237
H -8.091 -0.699 0.667
H -9.401 -0.975 -0.497
C 0.654 3.282 4.016
O 1.869 3.190 3.276
C 1.989 4.108 2.284
O 1.167 4.964 1.996
O 3.181 3.908 1.667
C 3.445 4.808 0.593
H 0.665 2.502 4.782
H 0.578 4.253 4.515
H -0.209 3.112 3.364
H 3.480 5.841 0.955
H 2.693 4.699 -0.196
H 4.423 4.557 0.173
C -3.571 4.489 -3.505
O -2.355 4.397 -4.245
C -2.236 5.315 -5.237
O -3.057 6.171 -5.525
O -1.044 5.115 -5.854
C -0.780 6.015 -6.928
H -3.560 3.709 -2.738
H -3.647 5.460 -3.006
H -4.434 4.318 -4.156
H -0.744 7.048 -6.566
H -1.531 5.906 -7.717
H 0.198 5.764 -7.347
```

Results
* gap between HOMO and LUMO: 0.2560 Ha
* E_HOMO: -7.87 eV
* electronic energy: -3152.748504 Ha
* SMILES string: CC[C@H](C)OC(=O)N(CCCN)N=C(C)C.COC(=O)OC.COC(=O)OC.COC(=O)OC.COC(=O)OC.COC(=O)OC.COC(=O)OC.COC(=O)OC
* maximum force: 8.55 eV Å⁻¹

Here are the Löwdin charges for atoms 1 to 2, given in e: C -0.142; C -0.193

***

[2]
Computed, not measured: a 4-piece molecular cluster, C32H66BClN3O7P2 overall in a non-equilibrium geometry, with the ωB97M-V functional and the def2-TZVPD basis.

```
112
Properties=species:S:1:pos:R:3
C 3.812 -2.640 -0.302
C 2.470 -3.348 -0.140
C 2.444 -3.959 1.286
C 1.255 -2.403 -0.248
C 1.247 -1.406 -1.430
C 1.245 0.117 -1.080
B 0.404 0.806 -2.272
N -0.640 1.819 -2.002
O 0.666 0.425 -3.558
C 0.828 0.552 0.272
C -0.335 0.093 1.086
C -1.471 1.167 1.118
C -2.783 0.714 0.463
N -3.723 -0.004 1.317
C -3.346 -1.397 1.597
C -3.167 -2.279 0.372
C -2.197 -3.281 0.445
C -1.982 -4.123 -0.640
C -2.717 -3.947 -1.803
C -3.689 -2.960 -1.883
C -3.920 -2.120 -0.797
O -4.877 -1.151 -0.957
N 1.618 1.446 0.768
C 2.724 1.894 -0.095
C 2.420 3.279 -0.763
C 1.051 3.887 -0.448
C 0.596 4.882 -1.535
Cl 1.159 4.764 1.129
P 4.419 2.162 0.711
C 5.146 0.522 1.084
O 4.028 2.736 2.215
C 2.713 0.711 -1.087
P 3.653 0.836 -2.649
O 4.176 -0.468 -3.105
H 3.875 -1.860 0.465
H 3.961 -2.166 -1.273
H 4.634 -3.328 -0.118
H 2.408 -4.174 -0.848
H 1.850 -4.870 1.334
H 3.473 -4.171 1.570
H 2.072 -3.251 2.025
H 1.126 -1.949 0.733
H 0.396 -3.056 -0.391
H 2.114 -1.580 -2.063
H 0.382 -1.625 -2.054
H -1.552 1.376 -2.110
H -0.560 2.510 -2.745
H 0.036 -0.244 -3.870
H 0.040 -0.041 2.102
H -0.706 -0.854 0.707
H -1.127 2.013 0.522
H -1.618 1.556 2.124
H -3.291 1.628 0.150
H -2.553 0.165 -0.450
H -3.696 0.465 2.217
H -4.176 -1.818 2.174
H -2.472 -1.494 2.252
H -1.615 -3.395 1.349
H -1.238 -4.905 -0.564
H -2.569 -4.585 -2.664
H -4.269 -2.802 -2.781
H -5.479 -1.184 -0.206
H 1.485 1.841 1.693
H 2.550 3.272 -1.845
H 3.157 3.984 -0.380
H 0.261 3.161 -0.339
H 0.687 5.914 -1.215
H -0.464 4.714 -1.723
H 1.122 4.708 -2.471
H 6.202 0.688 1.292
H 4.706 0.069 1.978
H 5.090 -0.160 0.240
H 3.872 1.974 2.790
H 3.266 -0.084 -0.573
H 4.705 1.730 -2.342
H 2.882 1.495 -3.627
C -3.528 7.010 2.389
C -3.292 5.794 1.507
C -2.703 4.638 2.301
O -2.418 6.134 0.430
H -2.585 7.361 2.816
H -3.944 7.829 1.804
H -4.214 6.781 3.206
H -4.234 5.484 1.053
H -1.734 4.917 2.723
H -2.537 3.776 1.650
H -3.362 4.337 3.117
H -1.578 6.414 0.812
C -3.425 -2.031 -5.639
C -2.113 -1.398 -6.072
C -1.584 -2.020 -7.352
O -1.139 -1.538 -5.025
H -3.289 -3.099 -5.445
H -3.786 -1.575 -4.716
H -4.190 -1.915 -6.407
H -2.254 -0.326 -6.216
H -1.394 -3.088 -7.210
H -0.641 -1.558 -7.643
H -2.296 -1.903 -8.169
H -0.995 -2.479 -4.878
C 1.315 -1.678 6.368
C 1.461 -2.986 5.606
C 1.988 -4.094 6.502
O 2.335 -2.806 4.486
H 2.284 -1.347 6.750
H 0.938 -0.891 5.711
H 0.631 -1.783 7.210
H 0.494 -3.278 5.193
H 2.978 -3.836 6.888
H 2.091 -5.023 5.941
H 1.324 -4.269 7.348
H 3.198 -2.548 4.826
```

Results
* gap between HOMO and LUMO: 0.2945 Ha
* E_HOMO: -11.17 eV
* electronic energy: -3117.460060 Ha
* maximum force: 1.12 eV Å⁻¹
* net charge: +1

Here are the Löwdin charges for atoms 1 to 2, given in e: C -0.072; C -0.385

***

[3]
Computed, not measured: a 9-piece molecular cluster, C32H66ClF2N10O9 overall in a non-equilibrium geometry, with the ωB97M-V functional and the def2-TZVPD basis.

```
120
Properties=species:S:1:pos:R:3
C 1.726 -2.387 3.384
C 1.583 -2.868 1.876
F 1.344 -1.789 0.984
C 0.570 -4.062 1.697
C -0.850 -3.741 2.215
C -1.509 -2.451 2.177
N -2.811 -2.526 2.696
C -3.710 -1.352 2.733
C -3.285 -0.421 1.538
O -2.809 0.651 1.648
F -3.453 -0.954 0.258
C -3.003 -3.832 3.073
Cl -4.524 -4.426 3.764
N -1.853 -4.546 2.798
H 2.553 -1.629 3.430
H 2.034 -3.332 3.952
H 0.759 -1.984 3.797
H 2.605 -3.278 1.617
H 0.997 -4.933 2.260
H 0.511 -4.271 0.578
H -0.917 -1.606 1.757
H -4.757 -1.730 2.556
H -3.604 -0.748 3.668
H -1.778 -5.552 2.971
C -1.972 -4.258 -2.280
C -0.515 -4.620 -2.174
O 0.085 -4.608 -1.099
N 0.135 -4.966 -3.306
C -0.394 -5.039 -4.654
H -2.353 -4.004 -1.292
H -2.099 -3.392 -2.932
H -2.544 -5.104 -2.664
H 1.107 -5.196 -3.157
H -0.262 -6.059 -5.021
H 0.181 -4.358 -5.285
H -1.446 -4.771 -4.699
C -4.165 5.510 -0.354
C -4.216 4.809 -1.687
O -4.376 5.417 -2.734
N -4.075 3.454 -1.702
C -3.876 2.559 -0.580
H -4.291 6.580 -0.507
H -4.972 5.155 0.290
H -3.199 5.341 0.125
H -4.119 3.057 -2.628
H -2.936 2.024 -0.729
H -4.697 1.838 -0.566
H -3.844 3.089 0.368
C 0.640 0.818 -0.638
C 1.855 1.105 -1.481
O 2.629 0.225 -1.827
N 2.073 2.394 -1.855
C 1.273 3.565 -1.543
H 0.595 -0.246 -0.418
H 0.699 1.363 0.307
H -0.267 1.097 -1.180
H 2.902 2.515 -2.417
H 0.943 4.016 -2.481
H 1.905 4.278 -1.010
H 0.408 3.321 -0.934
C 0.080 6.545 -3.761
C 1.033 7.359 -2.925
O 0.996 7.345 -1.699
N 1.952 8.121 -3.568
C 2.157 8.270 -4.994
H -0.591 5.992 -3.106
H -0.520 7.200 -4.395
H 0.634 5.831 -4.373
H 2.555 8.636 -2.942
H 3.179 7.964 -5.225
H 2.036 9.325 -5.247
H 1.460 7.676 -5.578
C -2.731 -3.399 -8.721
C -2.469 -2.749 -7.388
O -2.990 -3.152 -6.355
N -1.626 -1.684 -7.354
C -0.919 -1.063 -8.457
H -3.421 -4.231 -8.586
H -3.185 -2.682 -9.408
H -1.801 -3.786 -9.141
H -1.500 -1.302 -6.428
H 0.153 -1.111 -8.251
H -1.221 -0.016 -8.516
H -1.126 -1.552 -9.404
C 4.918 -6.462 4.618
C 3.645 -5.723 4.934
O 2.824 -5.441 4.065
N 3.419 -5.368 6.223
C 4.259 -5.608 7.381
H 4.955 -6.675 3.551
H 5.783 -5.850 4.878
H 4.949 -7.408 5.161
H 2.548 -4.877 6.357
H 3.689 -6.191 8.107
H 4.517 -4.645 7.826
H 5.169 -6.142 7.124
C 7.549 8.187 -2.333
C 6.045 8.233 -2.402
O 5.454 8.786 -3.319
N 5.343 7.634 -1.402
C 5.855 6.935 -0.240
H 7.963 8.705 -3.196
H 7.900 8.687 -1.429
H 7.896 7.153 -2.351
H 4.342 7.705 -1.514
H 5.478 5.911 -0.259
H 5.482 7.434 0.656
H 6.941 6.919 -0.218
C -4.387 -1.755 8.897
C -4.450 -2.503 7.592
O -4.604 -1.930 6.518
N -4.329 -3.856 7.624
C -4.140 -4.719 8.775
H -4.499 -0.689 8.706
H -5.198 -2.075 9.554
H -3.423 -1.921 9.380
H -4.382 -4.275 6.711
H -3.209 -5.273 8.642
H -4.970 -5.426 8.816
H -4.097 -4.158 9.704
```

Results
* gap between HOMO and LUMO: 0.2845 Ha
* E_HOMO: -10.39 eV
* electronic energy: -3143.427661 Ha
* maximum force: 3.88 eV Å⁻¹
* net charge: +1

Here are the Löwdin charges for atoms 1 to 2, given in e: C -0.038; C -0.321

***

[4]
Computed, not measured: C32H67Br20NO3P3S as an isolated structure in a non-equilibrium geometry, with the ωB97M-V functional and the def2-TZVPD basis.

```
127
Properties=species:S:1:pos:R:3
C 4.432 1.560 -0.803
O 3.824 0.497 -1.623
C 4.823 -0.455 -2.133
C 4.286 -1.355 -3.405
C 2.913 -2.206 -3.106
C 1.566 -1.218 -3.150
C 0.525 -1.832 -4.257
C -0.877 -1.001 -4.433
C -1.467 -0.329 -3.060
C -1.749 1.286 -3.393
P -0.224 2.402 -3.748
O 0.147 2.272 -5.304
C -2.673 1.569 -2.067
P -3.374 3.314 -1.733
S -3.859 3.341 0.191
C -3.665 0.256 -2.010
N -2.866 -0.747 -2.571
P -3.554 -2.391 -2.653
C -4.051 -2.777 -0.810
O -5.014 -2.459 -3.606
H 3.747 2.532 -0.890
H 4.355 1.221 0.327
H 5.510 1.877 -1.134
H 5.734 0.200 -2.533
H 5.280 -1.115 -1.250
H 5.136 -2.156 -3.632
H 4.119 -0.751 -4.394
H 3.009 -2.695 -2.022
H 2.812 -3.126 -3.848
H 1.145 -1.234 -2.039
H 1.967 -0.140 -3.429
H 0.289 -2.980 -4.096
H 1.081 -1.768 -5.312
H -0.782 -0.184 -5.272
H -1.688 -1.788 -4.807
H -0.860 -0.379 -2.061
H -2.524 1.345 -4.298
H -0.502 3.812 -3.513
H 0.961 1.949 -3.009
H -1.948 1.347 -1.144
H -2.344 4.322 -1.880
H -4.591 3.604 -2.462
H -4.776 0.172 -1.599
H -4.919 -3.567 -0.754
H -3.089 -3.090 -0.195
H -4.456 -1.794 -0.267
H -5.743 -2.161 -2.960
Br 1.741 1.863 2.885
C 2.717 3.468 2.358
C 1.776 4.544 1.868
Br 1.152 4.166 0.059
H 3.454 3.163 1.611
H 3.237 3.794 3.263
H 2.293 5.505 1.795
H 0.887 4.661 2.495
Br -7.907 -4.124 0.423
C -8.375 -4.772 -1.356
C -7.669 -3.979 -2.431
Br -8.513 -2.240 -2.695
H -9.465 -4.733 -1.433
H -8.051 -5.817 -1.372
H -7.749 -4.483 -3.398
H -6.614 -3.792 -2.210
Br 2.779 3.880 7.316
C 3.367 2.328 6.292
C 4.863 2.141 6.391
Br 5.810 3.416 5.258
H 3.014 2.470 5.267
H 2.842 1.478 6.738
H 5.154 1.157 6.015
H 5.250 2.268 7.406
Br -6.459 -4.010 3.951
C -5.970 -2.122 3.989
C -5.110 -1.755 2.803
Br -3.276 -2.373 3.042
H -5.485 -1.937 4.951
H -6.921 -1.582 3.958
H -5.033 -0.669 2.703
H -5.468 -2.177 1.859
Br 6.242 4.878 9.201
C 5.104 6.388 9.683
C 5.253 7.522 8.696
Br 6.912 8.504 8.993
H 5.363 6.668 10.708
H 4.085 5.993 9.665
H 4.458 8.260 8.834
H 5.260 7.192 7.653
Br -5.767 1.730 4.367
C -6.702 2.017 6.054
C -7.157 0.708 6.657
Br -8.738 0.022 5.743
H -7.522 2.710 5.851
H -5.971 2.507 6.704
H -7.469 0.850 7.695
H -6.397 -0.077 6.613
Br 3.037 4.223 -4.305
C 3.763 2.759 -5.370
C 4.698 3.272 -6.440
Br 3.707 4.044 -7.932
H 2.911 2.201 -5.768
H 4.302 2.129 -4.656
H 5.273 2.450 -6.876
H 5.387 4.042 -6.082
Br 8.137 1.637 8.286
C 8.863 0.172 7.222
C 9.798 0.685 6.151
Br 8.807 1.458 4.659
H 8.011 -0.385 6.823
H 9.402 -0.457 7.935
H 10.373 -0.136 5.715
H 10.487 1.455 6.509
Br -4.238 -4.851 -2.038
C -3.660 -6.096 -3.423
C -4.301 -7.452 -3.242
Br -3.448 -8.450 -1.800
H -2.567 -6.124 -3.391
H -3.979 -5.641 -4.365
H -4.161 -8.067 -4.136
H -5.368 -7.400 -3.007
Br -0.971 -2.251 -7.394
C -0.460 -3.940 -8.224
C 0.182 -4.870 -7.221
Br 2.021 -4.343 -6.845
H 0.190 -3.697 -9.069
H -1.394 -4.366 -8.601
H 0.253 -5.884 -7.625
H -0.343 -4.903 -6.262
```

Results
* gap between HOMO and LUMO: 0.2281 Ha
* E_HOMO: -10.90 eV
* electronic energy: -54441.942513 Ha
* maximum force: 6.68 eV Å⁻¹
* net charge: +1

Here are the Löwdin charges for atoms 1 to 2, given in e: C -0.116; O -0.286

***

Q: Which of these has the highest electronic energy?
A: C32H66BClN3O7P2